Computed, not measured: C28H57F3MgN3O9S3 as an isolated structure, with ωB97M-V/def2-TZVPD.

Last column: Mulliken charge in e.
Cartesian coordinates (Å):
Mg  -3.08  2.72  0.62  1.056
C  -0.32  1.50  -0.28  0.590
O  -0.67  0.13  -0.14  0.177
O  -1.41  2.20  -0.17  -0.115
C  0.71  1.83  0.80  0.215
F  1.93  1.47  0.35  0.010
F  0.77  3.17  1.05  -0.345
F  0.51  1.22  1.96  -0.186
C  0.17  -0.79  -0.80  -0.196
C  -0.57  -2.10  -0.90  -0.520
H  -0.78  -2.56  0.07  -0.069
H  -1.54  -1.87  -1.37  -0.319
H  -0.03  -2.80  -1.54  0.670
H  1.12  -0.98  -0.28  -0.234
H  0.43  -0.45  -1.80  0.042
H  0.20  1.70  -1.23  -0.501
C  2.62  1.43  -2.99  0.363
C  1.65  1.16  -4.05  0.007
N  0.90  0.95  -4.85  -0.534
H  2.31  0.89  -2.10  -0.533
H  2.56  2.47  -2.66  0.239
H  3.61  1.09  -3.29  0.564
C  2.07  4.30  4.19  -0.486
C  3.01  3.23  4.45  0.388
N  3.75  2.37  4.63  -0.442
H  1.13  4.06  4.69  0.265
H  1.91  4.36  3.11  -0.025
H  2.40  5.25  4.58  0.374
C  2.27  -1.68  2.38  0.993
C  3.45  -2.50  2.09  0.216
N  4.37  -3.16  1.85  -0.554
H  2.31  -1.44  3.44  0.465
H  1.36  -2.20  2.13  -0.512
H  2.31  -0.75  1.82  -0.631
C  -6.27  0.87  -1.03  -0.643
S  -4.85  1.59  -1.82  0.398
O  -4.28  2.58  -0.82  -0.527
C  -3.80  0.16  -1.72  -0.476
H  -5.99  0.56  -0.01  -0.100
H  -6.50  -0.08  -1.51  0.398
H  -7.10  1.57  -0.97  0.403
H  -3.59  -0.17  -0.72  -0.063
H  -2.87  0.48  -2.18  0.129
H  -4.28  -0.59  -2.35  0.502
C  -2.72  -1.22  2.58  -0.343
S  -3.65  0.28  2.75  0.337
O  -3.40  0.99  1.42  0.015
C  -5.26  -0.46  2.68  -0.969
H  -1.71  -0.98  2.28  -0.163
H  -3.19  -1.84  1.80  0.027
H  -2.72  -1.74  3.54  0.568
H  -5.37  -1.04  3.60  0.430
H  -5.29  -1.19  1.87  0.188
H  -6.05  0.28  2.59  0.394
C  5.86  3.94  -1.02  -1.168
S  5.16  2.43  -0.35  0.769
O  6.28  1.51  -0.08  -0.690
C  4.60  3.17  1.18  -1.013
H  5.02  4.64  -1.08  0.316
H  6.26  3.79  -2.01  0.389
H  6.58  4.37  -0.32  0.383
H  4.13  2.45  1.85  0.045
H  3.91  3.97  0.92  0.370
H  5.44  3.56  1.75  0.519
C  -1.46  4.15  -3.01  -0.659
C  -0.04  4.63  -3.00  0.761
O  0.64  4.51  -3.97  -0.549
C  0.45  5.35  -1.76  -0.848
H  -2.01  4.95  -3.51  0.509
H  -1.85  4.04  -1.99  -0.121
H  -1.57  3.24  -3.58  0.210
H  1.52  5.51  -1.87  0.300
H  0.30  4.70  -0.89  -0.007
H  -0.05  6.30  -1.59  0.415
C  4.45  -1.22  -0.79  -0.161
C  3.77  -2.15  -1.76  0.731
O  2.56  -2.18  -1.84  -0.418
C  4.63  -2.87  -2.75  -1.443
H  5.40  -1.60  -0.40  0.555
H  3.81  -1.06  0.07  -0.525
H  4.68  -0.25  -1.23  0.084
H  5.16  -3.67  -2.24  0.344
H  5.36  -2.20  -3.19  0.365
H  4.05  -3.24  -3.59  0.358
C  -3.08  -4.76  -0.71  -0.525
C  -4.10  -3.80  -1.20  0.885
O  -4.93  -3.34  -0.47  -0.584
C  -4.00  -3.32  -2.62  -1.134
H  -3.08  -4.80  0.38  0.014
H  -2.11  -4.39  -1.04  0.036
H  -3.17  -5.78  -1.09  0.493
H  -3.03  -2.85  -2.76  0.199
H  -4.78  -2.57  -2.74  0.283
H  -4.10  -4.11  -3.37  0.472
C  -0.03  -4.68  2.10  -0.770
C  -0.76  -3.93  3.17  1.187
O  -0.60  -2.77  3.44  -0.547
C  -1.90  -4.69  3.81  -1.403
H  0.49  -5.55  2.52  0.444
H  0.79  -4.11  1.66  0.076
H  -0.70  -4.93  1.28  0.055
H  -1.50  -5.51  4.42  0.433
H  -2.55  -5.15  3.06  0.266
H  -2.44  -4.01  4.46  0.365

Values from the calculation:
Multiplicity = 1
Kohn-Sham gap = 0.2343 Ha
Charge = +1
Relative energy (zero: lowest compared OMol25 entry of this formula, charge and spin) = 0.00 kJ/mol